Molecular formula: C56H56N4O12
Method: DFT, wB97M-V/def2-TZVPD

Geometry as XYZ:
```
128
Properties=species:S:1:pos:R:3:forces:R:3
N 5.360813 -1.384766 0.640336 -0.268 2.046 -0.357
C 6.702813 -1.416766 0.737336 -2.194 -0.823 0.875
C 7.436813 -0.580766 1.522336 -1.771 1.777 0.245
C 6.773813 0.474234 2.193336 -2.818 -4.681 -4.236
C 5.409813 0.597234 1.996336 0.472 1.203 0.400
C 4.786813 -0.282766 1.155336 -1.499 -1.552 0.442
H 6.993813 -2.348766 0.376336 1.596 -1.164 -0.873
H 8.468813 -0.650766 1.598336 1.761 -0.344 0.163
H 7.373813 1.028234 2.690336 3.315 4.165 3.783
H 4.767813 1.356234 2.451336 0.541 -0.058 -0.006
H 3.674813 -0.172766 1.139336 0.914 -0.421 -0.565
N -0.667187 -5.412766 4.097336 -0.614 2.399 -0.464
C 0.059813 -4.652766 4.959336 -3.718 3.740 -7.133
C 0.194813 -3.254766 4.887336 -0.617 1.925 2.232
C -0.601187 -2.572766 3.984336 1.611 0.375 -2.708
C -1.265187 -3.362766 2.993336 -0.802 2.360 -0.544
C -1.366187 -4.711766 3.105336 2.192 -2.365 1.515
H 0.299813 -5.141766 5.709336 3.255 -4.432 6.911
H 0.663813 -2.554766 5.728336 -0.536 -2.148 -1.797
H -0.370187 -1.460766 3.733336 -0.949 -1.914 0.837
H -1.732187 -2.849766 2.111336 0.305 -0.483 1.029
H -1.846187 -5.394766 2.401336 -0.105 0.633 0.048
N -0.283187 0.002234 -1.139664 -0.299 -1.446 0.839
C -0.775187 1.255234 -0.979664 2.045 -3.658 0.628
C -0.690187 1.859234 0.237336 3.489 -6.997 2.256
C 0.025813 1.176234 1.285336 0.138 0.621 -0.565
C 0.561813 -0.107766 1.036336 -4.186 5.036 -1.506
C 0.260813 -0.770766 -0.050664 -2.169 3.904 -5.976
H -1.070187 1.750234 -1.852664 -0.716 0.671 -1.173
H -1.034187 2.719234 0.391336 -2.795 7.109 1.284
H 0.300813 1.636234 2.274336 -0.658 -0.165 -1.254
H 1.102813 -0.588766 1.630336 4.524 -3.467 5.823
H 0.622813 -1.704766 -0.317664 0.349 -1.761 -0.373
N -0.511187 -4.540766 -0.783664 0.638 0.037 2.240
C -1.525187 -3.729766 -1.052664 0.494 -2.902 -3.355
C -2.258187 -3.975766 -2.247664 1.204 -0.875 0.864
C -1.937187 -5.051766 -3.145664 2.250 1.560 3.649
C -0.883187 -5.892766 -2.682664 0.113 -0.990 -0.952
C -0.239187 -5.650766 -1.441664 0.245 -0.082 -0.960
H -1.602187 -2.857766 -0.475664 -0.540 1.067 0.705
H -2.967187 -3.220766 -2.383664 -1.332 0.746 -1.111
H -2.201187 -4.969766 -4.158664 -0.830 -0.496 -1.049
H -0.486187 -6.728766 -3.349664 -0.700 1.181 1.007
H 0.633813 -6.274766 -1.017664 -1.582 0.887 -1.003
C -2.669187 2.599234 -5.835664 2.724 1.994 3.874
C -1.709187 3.075234 -4.743664 -3.636 3.475 -2.471
C -1.855187 4.469234 -4.365664 2.319 -3.727 1.727
C -2.929187 5.227234 -4.834664 1.295 4.405 2.135
C -3.740187 4.776234 -5.789664 0.732 -4.733 -1.202
C -3.666187 3.411234 -6.321664 0.547 1.244 0.755
O -4.564187 2.971234 -7.279664 0.717 -0.706 0.428
O -0.983187 4.873234 -3.282664 1.500 -0.391 -1.317
H -2.493187 1.583234 -5.977664 -0.382 -1.716 -1.075
H -0.974187 2.504234 -4.203664 0.074 -0.499 -0.392
H -3.127187 6.427234 -4.487664 0.923 -3.714 -0.782
H -4.417187 5.416234 -6.151664 -2.752 2.052 -1.453
H -4.360187 2.011234 -7.422664 -0.360 1.245 0.123
H 0.015813 4.518234 -3.357664 -3.538 0.920 -0.269
C 3.162813 5.125234 -3.416664 -4.107 -9.857 4.010
C 2.845813 4.801234 -2.013664 -0.468 2.388 -1.386
C 2.113813 3.633234 -1.740664 0.150 -1.229 -0.071
C 2.011813 2.588234 -2.731664 3.927 9.274 -2.156
C 2.456813 2.876234 -4.076664 0.002 -1.746 -0.393
C 2.986813 4.093234 -4.404664 0.126 3.471 0.660
O 3.264813 4.338234 -5.732664 0.020 -2.023 -0.306
O 1.561813 3.530234 -0.458664 1.115 0.725 -1.233
H 3.592813 5.904234 -3.680664 3.823 7.404 -2.086
H 2.958813 5.645234 -1.172664 -0.254 -2.210 -2.036
H 1.658813 1.725234 -2.746664 -3.492 -7.552 1.460
H 2.468813 2.112234 -4.988664 -0.422 1.411 2.441
H 3.401813 5.182234 -6.149664 -0.054 0.788 0.976
H 1.161813 2.675234 -0.351664 -0.187 -0.675 0.039
C -2.048187 -1.009766 -4.268664 -7.027 1.699 -2.437
C -3.431187 -0.208766 -3.852664 6.664 -4.469 -2.661
C -4.461187 -0.168766 -4.692664 0.277 -1.122 -0.402
C -4.456187 -0.906766 -5.877664 -0.102 0.277 -4.440
C -3.314187 -1.575766 -6.333664 -1.856 0.811 1.229
C -2.173187 -1.621766 -5.539664 2.289 -0.101 -0.057
O -1.054187 -2.217766 -6.149664 1.073 0.145 1.797
O -5.521187 0.526234 -4.355664 -2.961 0.166 -2.357
H -1.266187 -0.805766 -3.626664 1.847 -0.313 0.954
H -3.362187 0.160234 -2.907664 -0.203 1.420 2.452
H -5.193187 -0.717766 -6.806664 0.970 -0.458 2.873
H -3.332187 -2.040766 -7.318664 0.140 0.120 0.297
H -0.968187 -2.566766 -7.048664 -1.339 0.540 0.352
H -5.391187 0.904234 -3.532664 0.282 1.307 2.507
C 3.326813 -2.992766 2.921336 0.067 -1.255 -0.787
C 4.164813 -4.154766 2.445336 -2.153 2.550 0.465
C 5.510813 -4.112766 2.737336 -1.350 -0.126 0.462
C 6.047813 -3.098766 3.632336 0.057 0.338 -1.225
C 5.266813 -1.983766 4.081336 0.841 -3.618 -1.039
C 3.839813 -1.994766 3.729336 4.192 -1.768 0.374
O 3.150813 -0.957766 4.175336 -1.393 2.366 -3.757
O 6.279813 -5.137766 2.286336 4.382 6.979 8.850
H 2.236813 -2.826766 2.637336 1.499 -0.780 0.329
H 3.714813 -4.992766 1.829336 0.559 1.325 0.830
H 7.170813 -3.145766 3.786336 -1.581 0.128 0.072
H 5.906813 -1.346766 4.729336 -1.470 0.215 -0.470
H 2.926813 -0.943766 5.046336 -0.695 -0.477 3.792
H 6.126813 -5.676766 1.670336 -3.139 -6.028 -7.783
C -6.493187 -0.974766 1.787336 3.515 -0.697 -1.375
C -5.185187 -1.209766 0.823336 -3.056 0.434 2.149
C -3.986187 -0.720766 1.341336 -1.749 0.153 0.111
C -3.958187 -0.024766 2.606336 -2.108 -3.226 -4.727
C -4.966187 0.046234 3.420336 -3.402 -0.839 1.539
C -6.218187 -0.519766 3.092336 -4.576 0.461 -2.534
O -7.353187 -0.300766 3.963336 1.334 0.245 1.178
O -2.800187 -0.823766 0.669336 -1.829 -3.303 -0.809
H -7.546187 -1.173766 1.388336 1.846 0.101 0.786
H -5.357187 -1.763766 -0.171664 0.610 1.159 1.769
H -3.142187 0.342234 2.964336 5.452 2.202 1.603
H -4.779187 0.484234 4.353336 -0.279 0.608 1.321
H -8.345187 -0.267766 3.862336 2.180 -0.457 -1.349
H -2.376187 -0.031766 0.779336 2.125 3.116 0.354
C -0.426187 4.254234 5.312336 6.878 -3.953 -0.367
C 1.151813 4.570234 5.454336 -5.727 0.044 0.519
C 2.004813 3.534234 5.625336 0.045 -0.414 -0.781
C 1.571813 2.203234 5.313336 -0.637 -1.072 -0.378
C 0.255813 1.943234 4.850336 1.264 4.967 3.144
C -0.816187 2.929234 5.030336 2.457 2.667 -0.558
O -2.080187 2.564234 4.773336 -1.588 -1.264 -0.400
O 3.348813 3.692234 5.896336 -1.693 2.191 0.537
H -0.893187 5.136234 5.274336 -2.683 2.724 -0.052
H 1.245813 5.665234 5.590336 0.870 -1.043 -0.041
H 2.353813 1.321234 5.450336 -1.795 1.910 -0.611
H -0.040187 1.022234 4.655336 -1.134 -4.246 -1.030
H -2.804187 3.198234 4.568336 1.558 -0.018 0.433
H 3.596813 2.844234 5.662336 2.165 -2.553 -0.470
```
Forces are in eV/Å.

## Properties
E_HOMO (eV): -8.06
Multiplicity: 1
Energy above the lowest of the compared OMol25 structures with the same formula, charge and spin (kJ/mol): 216.7
SMILES: Oc1ccc(O)cc1.Oc1ccc(O)cc1.Oc1ccc(O)cc1.Oc1ccc(O)cc1.Oc1ccc(O)cc1.Oc1ccc(O)cc1.c1ccncc1.c1ccncc1.c1ccncc1.c1ccncc1
Lowest unoccupied orbital energy (eV): 0.02